# 1
Density functional theory data (the ωB97M-V functional and the def2-TZVPD basis) for a structure of composition C21H44GeN4O7SSi3Y at a distorted geometry.

Last column: Löwdin spin population.
Positions of all 82 atoms, in Å:
Y1 0.743 -0.896 -0.488  0.181
N1 -0.735 -1.780 -2.350  0.002
C1 -1.540 -2.940 -1.934  0.000
C2 -0.881 -3.653 -0.769  0.000
O1 -1.097 -4.808 -0.500  0.000
O2 -0.073 -2.869 -0.067  0.004
H1 -1.356 -1.160 -2.888  0.000
H2 -0.069 -2.098 -3.048  0.000
H3 -1.722 -3.637 -2.750  0.000
H4 -2.516 -2.582 -1.599  0.000
C3 4.841 -2.705 1.277  0.000
C4 3.716 -1.920 0.694  0.000
N2 2.587 -2.416 0.330  0.002
O3 2.409 -3.757 0.566  0.000
C5 3.818 -0.439 0.523  -0.001
C6 5.087 0.342 0.575  0.000
N3 2.660 0.049 0.285  0.005
O4 2.350 1.269 -0.073  0.036
H5 4.578 -3.752 1.378  0.000
H6 5.103 -2.298 2.256  0.000
H7 5.724 -2.614 0.642  0.000
H8 1.448 -3.863 0.398  0.000
H9 5.793 -0.087 1.284  0.000
H10 4.865 1.368 0.864  0.000
H11 5.574 0.373 -0.404  0.000
C7 1.671 -0.456 3.522  -0.001
Si1 -0.173 -0.430 3.212  0.070
C8 -0.835 -2.174 3.250  0.000
C9 -1.014 0.582 4.551  0.043
Ge1 -0.852 0.820 1.239  0.456
Si2 -3.101 0.283 0.522  0.071
C10 -4.179 1.206 1.752  0.038
C11 -3.433 -1.545 0.743  0.000
C12 -3.411 0.925 -1.186  0.000
Si3 -0.160 3.107 1.379  0.045
C13 1.340 3.229 2.486  -0.001
C14 0.258 3.815 -0.296  0.003
C15 -1.595 4.048 2.136  0.016
H12 1.845 -0.679 4.578  0.000
H13 2.142 0.498 3.289  0.000
H14 2.156 -1.235 2.937  0.000
H15 -0.418 -2.693 4.117  0.000
H16 -0.583 -2.750 2.359  0.000
H17 -1.921 -2.173 3.352  0.000
H18 -0.911 0.090 5.522  0.007
H19 -2.079 0.696 4.345  0.002
H20 -0.577 1.579 4.631  0.000
H21 -4.043 0.821 2.764  0.000
H22 -5.230 1.069 1.480  0.006
H23 -3.976 2.275 1.762  0.000
H24 -3.653 -1.742 1.794  0.000
H25 -2.614 -2.201 0.452  0.000
H26 -4.316 -1.824 0.163  0.000
H27 -3.382 2.018 -1.187  0.000
H28 -4.394 0.624 -1.558  0.000
H29 -2.699 0.578 -1.941  0.000
H30 2.170 2.673 2.050  0.000
H31 1.149 2.856 3.493  0.000
H32 1.637 4.278 2.570  0.000
H33 1.149 3.326 -0.690  0.000
H34 0.482 4.879 -0.181  0.000
H35 -0.556 3.720 -1.016  0.000
H36 -1.983 3.549 3.025  0.001
H37 -2.415 4.162 1.426  0.000
H38 -1.268 5.049 2.428  0.002
N4 2.304 -0.245 -2.425  0.002
C16 1.347 0.188 -3.392  0.000
C17 1.188 -0.471 -4.598  0.000
C18 0.012 -0.292 -5.316  0.000
C19 -0.987 0.521 -4.805  0.000
C20 -0.735 1.325 -3.697  0.001
C21 0.439 1.163 -2.983  0.003
S1 -2.697 0.174 -5.210  0.000
O5 -2.949 -0.771 -4.106  0.000
O6 -2.669 -0.449 -6.514  0.000
O7 -3.418 1.419 -5.093  0.000
H39 3.053 -0.807 -2.815  0.000
H40 2.702 0.554 -1.928  0.000
H41 1.937 -1.180 -4.935  0.000
H42 -0.193 -0.866 -6.210  0.000
H43 -1.503 2.011 -3.361  0.000
H44 0.636 1.744 -2.085  0.003

Cartesian forces, eV/Å:
Y 0.31 -0.62 -0.95
N -0.07 0.22 -0.03
C -0.08 -0.01 -0.06
C -0.02 0.07 0.15
O 0.03 0.03 -0.01
O 0.10 -0.06 0.09
H -0.05 -0.04 -0.05
H 0.06 0.01 -0.13
H 0.01 -0.02 0.04
H 0.06 -0.05 -0.09
C -0.01 0.02 0.00
C -0.09 -0.01 0.00
N 0.17 -0.02 0.08
O 0.04 0.04 -0.03
C 0.03 -0.17 -0.01
C -0.02 0.02 0.00
N -0.34 0.17 0.28
O 0.16 0.09 0.03
H -0.01 -0.01 0.00
H 0.00 0.00 0.00
H 0.01 0.00 0.00
H 0.02 0.02 0.02
H 0.00 0.00 0.00
H -0.01 0.00 -0.02
H 0.01 -0.01 0.00
C 0.01 0.05 -0.02
Si -0.07 0.03 0.03
C -0.01 -0.01 -0.05
C -0.02 0.06 0.02
Ge -0.30 0.19 0.40
Si 0.00 0.06 0.17
C -0.03 -0.06 0.01
C 0.00 -0.01 -0.01
C 0.11 0.04 -0.31
Si 0.00 0.00 0.00
C 0.00 0.02 0.02
C 0.03 -0.01 0.00
C 0.01 0.01 0.03
H -0.01 0.00 0.01
H 0.04 0.02 0.00
H 0.06 -0.06 -0.08
H 0.00 0.01 0.02
H 0.01 -0.01 -0.01
H -0.04 -0.02 -0.01
H 0.03 -0.03 -0.01
H -0.03 0.01 0.02
H -0.01 0.03 0.01
H -0.01 0.01 0.03
H 0.00 -0.02 0.00
H 0.02 0.07 -0.01
H 0.00 -0.04 0.01
H -0.04 0.07 0.10
H -0.01 -0.02 -0.01
H 0.01 0.01 0.01
H -0.03 -0.01 0.06
H -0.09 -0.04 0.09
H 0.01 -0.02 -0.01
H 0.00 -0.01 0.03
H 0.01 0.01 0.01
H 0.00 0.03 0.00
H -0.01 0.02 -0.02
H -0.02 -0.01 -0.01
H -0.01 0.01 0.04
H -0.03 -0.01 -0.03
H 0.00 0.02 -0.01
N 0.34 -0.01 0.09
C 0.01 0.00 0.08
C -0.02 -0.02 -0.12
C 0.01 -0.09 0.15
C -0.04 0.16 0.17
C -0.01 -0.02 -0.16
C -0.03 0.00 0.06
S 0.14 -0.13 -0.22
O -0.09 -0.02 0.12
O -0.06 0.06 0.05
O -0.02 0.04 0.09
H -0.11 -0.01 -0.05
H 0.04 -0.01 -0.02
H -0.01 0.01 0.01
H -0.01 -0.01 -0.02
H -0.01 0.00 -0.02
H 0.00 -0.01 -0.03

HOMO (spin up / spin down) = -8.50 / -8.50 eV
energy relative to the best compared isomer or geometry (same formula, charge and spin) = 16.8 kcal per mole
spin multiplicity = 2
<S²> = 0.753
gap between HOMO and LUMO (spin up / spin down) = 7.656 / 5.990 eV
E_tot = -134814.4036 eV

# 2
Density functional theory data (the ωB97M-V functional and the def2-TZVPD basis) for a structure of composition C21H44MnN3OP2 at a distorted geometry.

Last column: Löwdin spin population.
Positions of all 72 atoms, in Å:
Mn1 -0.002 -0.076 -0.451  3.497
P1 -0.122 -2.301 -0.975  0.041
P2 -0.116 2.201 -0.723  0.042
N1 -0.254 0.100 -3.367  0.029
C1 -0.014 -2.337 -2.826  0.004
H1 0.556 -3.240 -3.094  0.000
H2 -1.042 -2.433 -3.186  0.000
C2 0.602 -1.128 -3.517  0.003
H3 1.595 -0.964 -3.102  0.001
H4 0.700 -1.382 -4.608  0.001
C3 0.578 1.340 -3.382  0.003
H5 0.665 1.722 -4.428  0.001
H6 1.575 1.141 -2.992  0.001
C4 -0.040 2.452 -2.540  0.004
H7 -1.071 2.588 -2.880  0.000
H8 0.519 3.383 -2.719  0.000
C5 1.392 3.259 -0.199  0.003
C6 1.921 3.047 1.222  0.001
H9 2.829 3.658 1.361  0.000
H10 2.207 2.007 1.422  0.001
H11 1.205 3.389 1.985  0.000
C7 -1.668 3.117 -0.250  0.023
C8 -1.876 3.282 1.259  0.002
H12 -2.813 3.833 1.447  0.000
H13 -1.066 3.862 1.730  0.000
H14 -1.960 2.311 1.766  0.001
C9 -1.676 -3.261 -0.629  0.023
C10 -1.887 -3.599 0.850  0.002
H15 -2.817 -4.179 0.967  0.000
H16 -1.985 -2.692 1.459  0.001
H17 -1.069 -4.216 1.256  0.000
C11 1.385 -3.397 -0.556  0.003
C12 1.879 -3.338 0.891  0.001
H18 2.780 -3.967 0.982  0.000
H19 1.138 -3.744 1.598  0.000
H20 2.166 -2.325 1.200  0.001
C13 1.692 -0.085 -0.152  0.049
O1 2.872 -0.087 -0.092  0.063
C14 -1.896 4.456 -0.964  0.004
H21 -1.258 5.252 -0.562  0.000
H22 -1.746 4.400 -2.048  0.000
H23 -2.934 4.778 -0.792  0.001
C15 -1.892 -4.510 -1.495  0.004
H24 -2.927 -4.856 -1.363  0.001
H25 -1.738 -4.328 -2.564  0.000
H26 -1.248 -5.341 -1.185  0.000
C16 1.269 -4.865 -0.978  -0.001
H27 2.266 -5.329 -0.888  0.000
H28 0.597 -5.426 -0.309  0.000
H29 0.948 -4.999 -2.019  0.000
C17 1.264 4.763 -0.451  -0.001
H30 0.600 5.243 0.285  0.000
H31 2.257 5.223 -0.327  0.000
H32 0.927 5.011 -1.464  0.000
H33 2.160 2.853 -0.881  0.000
H34 2.161 -2.914 -1.179  0.000
H35 -2.429 2.404 -0.610  0.004
H36 -2.438 -2.515 -0.910  0.004
H37 -0.899 0.169 -4.207  0.001
H38 -0.883 -0.167 0.806  0.055
C18 -0.056 1.346 5.372  0.001
N2 0.012 0.442 4.236  0.001
C19 -0.048 -0.943 4.287  0.003
C20 -0.146 -1.349 2.993  0.007
N3 -0.287 -0.255 2.176  0.109
C21 -0.081 0.815 2.946  0.005
H39 -0.967 1.109 5.945  0.000
H40 0.828 1.214 6.006  0.000
H41 -0.103 2.379 5.010  0.000
H42 -0.082 -1.514 5.199  0.001
H43 -0.048 -2.331 2.600  0.000
H44 0.037 1.845 2.605  0.000

Cartesian forces, eV/Å:
Mn -4.78 0.09 -0.91
P 0.32 -2.83 -0.35
P 0.23 2.86 0.32
N 0.72 -0.01 -0.35
C -0.33 0.06 -0.10
H -0.33 0.24 0.01
H 0.09 -0.18 -0.01
C -0.71 0.02 -0.99
H 0.11 0.33 -0.14
H 0.21 0.19 0.95
C -0.50 0.22 -0.57
H 0.23 -0.23 0.74
H 0.16 -0.28 -0.20
C -0.26 -0.04 -0.50
H 0.07 0.14 0.03
H -0.29 -0.18 0.02
C 0.04 -0.57 -0.08
C 0.09 -0.03 0.26
H -0.33 -0.25 -0.09
H -0.14 0.21 0.05
H 0.20 -0.07 -0.25
C -0.39 -0.17 -0.11
C 0.04 -0.04 0.26
H 0.36 -0.25 -0.13
H -0.23 -0.14 -0.18
H -0.02 0.24 -0.10
C -0.40 0.14 -0.11
C 0.06 0.03 0.24
H 0.33 0.24 -0.08
H 0.02 -0.22 -0.08
H -0.26 0.17 -0.16
C 0.01 0.54 -0.01
C 0.06 0.00 0.22
H -0.33 0.25 -0.03
H 0.26 0.12 -0.25
H -0.15 -0.21 0.05
C 11.47 -0.04 0.42
O -4.99 0.01 0.00
C -0.03 0.27 -0.07
H -0.21 -0.28 -0.15
H -0.05 0.08 0.27
H 0.24 -0.20 -0.07
C -0.01 -0.25 -0.10
H 0.24 0.20 -0.06
H -0.06 -0.11 0.26
H -0.22 0.29 -0.12
C 0.06 -0.20 -0.08
H -0.33 0.20 -0.04
H 0.26 0.24 -0.28
H -0.01 -0.04 0.31
C 0.05 0.25 -0.07
H 0.23 -0.21 -0.29
H -0.30 -0.21 -0.05
H -0.02 0.00 0.27
H -0.13 0.13 0.06
H -0.15 -0.14 0.07
H 0.03 0.19 0.04
H 0.05 -0.19 0.02
H 0.81 -0.32 1.62
H -0.86 -0.18 1.51
C 0.03 0.14 0.58
N -0.28 -0.33 -0.78
C 0.06 0.60 -0.59
C -0.40 -0.14 0.22
N 1.19 0.67 -0.55
C -0.46 0.12 0.31
H 0.41 0.23 -0.18
H -0.26 0.08 -0.14
H 0.01 -0.30 0.13
H 0.26 0.12 0.05
H -0.42 -0.47 -0.12
H -0.38 -0.58 0.25

HOMO (spin up / spin down) = -14.32 / -15.17 eV
energy relative to the best compared isomer or geometry (same formula, charge and spin) = 50.1 kcal per mole
spin multiplicity = 5
<S²> = 6.062
gap between HOMO and LUMO (spin up / spin down) = 7.650 / 7.519 eV
charge = +2
E_tot = -78889.4597 eV